Record 1
18
Properties=species:S:1:pos:R:3 method="wB97M-V/def2-TZVPD" homo_lumo_gap_ev=8.51 multiplicity=1 homo_ev=-8.022 lumo_ev=0.48 relative_energy_kcal_mol=54.9
H -0.187 -2.581 0.175
H -1.756 -0.076 -0.113
N 0.073 1.467 1.193
H 1.116 0.957 -0.667
H 0.912 -0.362 0.565
C -0.846 0.252 -0.693
C 0.768 2.564 1.886
H -0.359 2.668 3.791
S -0.114 -2.819 -1.229
H 1.342 3.382 3.973
C 0.730 2.610 3.456
H 0.430 3.661 1.545
H 1.754 2.925 1.467
H -0.370 0.806 1.779
C 0.448 0.546 0.141
H 1.144 1.649 3.811
S -0.510 -0.947 -2.030
H -1.143 1.119 -1.276

---

Record 2
18
Properties=species:S:1:pos:R:3 method="wB97M-V/def2-TZVPD" homo_lumo_gap_ev=9.30 multiplicity=1 homo_ev=-8.598 lumo_ev=0.71 relative_energy_kcal_mol=57.3
C -2.250 1.459 1.392
S 2.522 -1.662 -0.133
C 0.696 0.786 -0.998
H 3.575 -1.628 -0.971
S 0.959 -1.023 -1.037
C -3.825 1.227 1.243
H 0.129 0.969 -1.899
H -4.048 0.249 1.645
H 0.139 0.189 1.156
H -1.797 -0.061 -0.335
H -2.012 2.588 1.410
N -1.553 0.917 0.156
H -1.715 0.937 2.250
C -0.095 0.987 0.392
H -4.363 1.830 1.971
H 0.478 1.869 0.950
H 1.655 1.432 -0.942
H -4.033 1.414 0.223

---

Record 3
18
Properties=species:S:1:pos:R:3 method="wB97M-V/def2-TZVPD" homo_lumo_gap_ev=9.35 multiplicity=1 homo_ev=-8.471 lumo_ev=0.88 relative_energy_kcal_mol=4.6
S -0.063 -1.888 2.355
N -0.058 2.245 0.629
H -0.302 -0.763 -0.988
C -0.099 -0.101 -0.148
H 0.328 2.773 -2.027
H 0.351 1.116 -2.560
H 0.416 -3.223 0.418
H 0.916 -0.275 0.214
S -1.169 -0.554 1.272
H -1.260 -3.499 0.966
H 0.924 2.293 0.863
H -0.382 3.172 0.390
H -1.358 1.462 -0.802
C -0.226 -3.385 1.279
C -0.307 1.354 -0.518
H 0.079 -4.238 1.872
C 0.568 1.756 -1.700
H 1.641 1.755 -1.515

---

Record 4
18
Properties=species:S:1:pos:R:3 method="wB97M-V/def2-TZVPD" total_charge=-1 homo_lumo_gap_ev=6.35 multiplicity=1 homo_ev=-4.046 lumo_ev=2.30 relative_energy_kcal_mol=113.9
C 3.206 -0.350 0.154
C 0.589 -0.547 0.292
H 1.302 0.043 1.066
H 3.042 -1.289 0.793
H -4.127 0.789 0.771
O -3.497 1.157 0.154
H 0.579 -1.631 0.311
H 3.761 -0.735 -0.739
H 1.688 1.079 -0.596
H -1.116 0.114 -0.966
C 1.781 0.072 -0.197
H -0.549 1.219 0.371
H -3.380 -0.215 -0.512
O -3.475 -1.102 -1.088
O 3.793 0.618 0.823
C -0.698 0.191 0.029
H -3.893 -0.699 -1.849
H -1.527 -0.071 0.688

---

Record 5
18
Properties=species:S:1:pos:R:3 method="wB97M-V/def2-TZVPD" total_charge=-1 homo_lumo_gap_ev=6.34 multiplicity=1 homo_ev=-2.928 lumo_ev=3.41 relative_energy_kcal_mol=78.5
H 0.213 1.096 2.632
H 0.806 1.884 1.036
H 2.883 0.708 -0.195
C -1.187 -0.690 -1.561
H -0.611 -0.923 1.136
O 1.817 0.360 1.760
H 0.440 0.653 -0.946
H -1.456 1.235 -0.744
H -2.769 -1.777 -1.626
O 2.375 -0.077 -0.671
H -0.473 -1.515 -1.805
H -1.243 -0.453 -2.681
H 1.711 -0.110 0.229
C -0.696 0.054 0.861
C 0.641 0.927 1.661
O -2.468 -1.011 -1.141
C -0.736 0.438 -0.614
H -1.418 0.657 1.306

---

Record 6
19
Properties=species:S:1:pos:R:3 method="wB97M-V/def2-TZVPD" total_charge=+1 homo_lumo_gap_ev=9.20 multiplicity=1 homo_ev=-13.294 lumo_ev=-4.10
H 1.365 0.975 -0.305
H -1.289 -3.692 0.962
O 0.031 0.587 0.301
O 2.441 0.025 0.053
H -2.936 -0.768 -0.382
H -2.857 -3.053 0.374
C -1.767 -3.021 0.242
H -1.588 1.389 -0.716
H -1.504 -3.338 -0.777
O -1.294 -1.700 0.486
Sr 0.838 -1.147 1.266
C 3.812 0.290 0.236
H 3.960 1.367 0.418
C -1.357 0.649 0.068
H -1.472 -0.927 -1.416
H 4.216 -0.236 1.116
H -1.904 0.942 0.980
H 4.395 -0.058 -0.630
C -1.838 -0.712 -0.400

---

Record 7
19
Properties=species:S:1:pos:R:3 method="wB97M-V/def2-TZVPD" total_charge=-1 homo_lumo_gap_ev=6.45 multiplicity=1 homo_ev=-3.493 lumo_ev=2.96 relative_energy_kcal_mol=48.1
O 2.919 2.013 -3.929
H -2.568 -2.666 4.941
H -0.793 1.004 -0.894
H 3.556 1.288 -3.920
H 1.563 1.345 -1.135
C 1.091 0.514 -1.720
H -3.460 -2.118 3.880
C -0.803 0.013 1.614
O 0.781 0.834 -2.987
H 1.107 0.402 0.898
C -0.128 0.128 -0.844
H 1.806 -0.348 -1.590
H 2.101 1.556 -3.526
C 0.267 -0.231 0.577
H -1.692 0.575 1.250
H 0.601 -1.253 0.695
O -0.737 -0.325 2.770
O -3.454 -2.787 4.575
H -0.665 -0.686 -1.318